Record 1
Formula: C6H10O
Source: the OMol25 dataset
Level of theory: ωB97M-V with the def2-TZVPD basis set

XYZ file:
```
17
C6H10O, DFT ωB97M-V with the def2-TZVPD basis set
C -1.754 -0.424 -1.317
C -0.728 -0.313 -0.485
C -0.555 0.239 0.886
C 0.358 -0.622 1.710
C 0.968 0.255 0.672
C 0.788 -0.377 -0.715
O 1.415 -1.597 -1.006
H -2.767 -0.180 -1.013
H -1.604 -0.735 -2.347
H -1.165 1.015 1.336
H 0.349 -1.706 1.600
H 0.497 -0.304 2.738
H 1.646 1.070 0.906
H 1.082 0.297 -1.524
H 1.145 -2.247 -0.344
H -0.075 2.527 -0.565
H 0.398 3.100 -0.531
```

Results
Energy relative to the best compared isomer or geometry (same formula, charge and spin): 279.0 kJ/mol
Lowest unoccupied orbital energy: 0.94 eV
E_tot: -8428.3485 eV
Structure (SMILES): C=C1[C@H]2C[C@H]2[C@H]1O.[H][H]
Multiplicity: 1

These are the Mulliken partial charges, in e, on atoms 1 to 4: -0.99 0.25 -0.04 -0.79

***

Record 2
Formula: C6H10O
Source: the OMol25 dataset
Level of theory: ωB97M-V with the def2-TZVPD basis set

XYZ file:
```
17
C6H10O, DFT ωB97M-V with the def2-TZVPD basis set
O 2.610 -0.989 2.010
C 2.670 -0.383 0.967
C 1.571 -0.403 -0.071
C 0.254 0.122 0.527
C -0.759 0.535 -0.516
C -1.804 -0.424 -1.017
C -2.194 0.713 -0.114
H 3.553 0.253 0.742
H 1.870 0.198 -0.938
H 1.442 -1.437 -0.413
H 0.469 0.985 1.173
H -0.171 -0.647 1.183
H -0.384 1.250 -1.248
H -2.102 -0.370 -2.060
H -1.816 -1.427 -0.598
H -2.749 1.544 -0.540
H -2.460 0.479 0.914
```

Results
Energy relative to the best compared isomer or geometry (same formula, charge and spin): 77.4 kJ/mol
Lowest unoccupied orbital energy: 1.01 eV
E_tot: -8430.4384 eV
Structure (SMILES): O=CCCC1CC1
Multiplicity: 1

These are the Mulliken partial charges, in e, on atoms 1 to 4: -0.47 -0.04 -0.39 -0.75

***

Record 3
Formula: C6H10O
Source: the OMol25 dataset
Level of theory: ωB97M-V with the def2-TZVPD basis set

XYZ file:
```
17
C6H10O, DFT ωB97M-V with the def2-TZVPD basis set
O 0.399 1.995 1.057
C -0.207 1.350 -0.052
C 0.784 0.522 -0.867
C 1.099 -0.795 -0.160
C -0.180 -1.617 0.034
C -1.369 -0.905 0.649
C -1.360 0.491 0.470
H 0.724 1.314 1.658
H -0.600 2.172 -0.659
H 1.686 1.121 -1.037
H 0.347 0.310 -1.852
H 1.557 -0.589 0.819
H 1.847 -1.366 -0.721
H -0.518 -2.026 -0.930
H 0.017 -2.507 0.643
H -2.073 -0.195 -0.270
H -2.157 1.070 0.947
```

Results
Energy relative to the best compared isomer or geometry (same formula, charge and spin): 314.1 kJ/mol
Lowest unoccupied orbital energy: 0.80 eV
E_tot: -8427.9845 eV
Multiplicity: 1

These are the Mulliken partial charges, in e, on atoms 1 to 4: -0.54 0.02 -0.71 -0.57

***

Record 4
Formula: C6H10O
Source: the OMol25 dataset
Level of theory: ωB97M-V with the def2-TZVPD basis set

XYZ file:
```
17
C6H10O, DFT ωB97M-V with the def2-TZVPD basis set
C -0.842 1.206 0.915
C -1.199 -0.107 0.198
C -1.265 -0.017 -1.294
C -0.309 -1.011 -0.684
C 1.164 -0.864 -0.561
C 1.599 -0.458 0.633
O 2.829 0.012 0.950
H -0.129 1.828 0.361
H -1.767 1.796 0.988
H -0.459 1.108 1.938
H -1.985 -0.643 0.722
H -0.870 0.892 -1.738
H -2.142 -0.427 -1.783
H -0.648 -2.032 -0.887
H 1.857 -1.122 -1.365
H 0.923 -0.451 1.483
H 3.241 0.291 0.125
```

Results
Energy relative to the best compared isomer or geometry (same formula, charge and spin): 152.1 kJ/mol
Lowest unoccupied orbital energy: 0.93 eV
E_tot: -8429.6643 eV
Structure (SMILES): C[C@H]1C[C@H]1/C=C/O
Multiplicity: 1

These are the Mulliken partial charges, in e, on atoms 1 to 4: -1.45 0.16 -0.83 -0.02

***

| no. | gap between HOMO and LUMO (eV) |
| --- | --- |
| 1 | 10.074 |
| 2 | 10.788 |
| 3 | 8.839 |
| 4 | 9.433 |